{"formula": "CH3I2N2", "method": "ωB97M-V with the def2-TZVPD basis set", "species": ["C", "N", "N", "I", "I", "H", "H", "H"], "positions_angstrom": [[1.1204, -0.0541, -0.2149], [2.1054, 0.6264, 0.0763], [0.1175, -0.5872, -0.4517], [-4.3310, 0.9227, 0.0033], [-3.1685, -1.4770, -0.1188], [2.9218, 0.1504, 0.4221], [1.9594, 1.4830, 0.5594], [-0.7250, -1.0643, -0.2758]], "forces_ev_per_a": [[-5.229, -2.644, -0.596], [3.555, 1.340, 0.901], [3.345, 1.483, -0.466], [0.185, -0.181, -0.017], [-0.318, 0.017, 0.051], [0.600, -0.299, -0.249], [-0.298, 1.157, 0.163], [-1.841, -0.874, 0.213]], "relative_energy_kcal_mol": 7.9, "total_charge": 1, "lumo_energy_ev": -4.955, "homo_lumo_gap_ev": 7.69, "e_tot_ha": -744.51133}